Entry 1:
Molecular formula: C4H11NO2
Method: DFT, wB97M-V/def2-TZVPD

Properties
- LUMO energy: 0.0169 Ha
- Electronic energy: -364.23190 Eh
- HOMO-LUMO gap: 9.80 eV
- Structure (SMILES): CC(=O)N(C)C.O
- Highest occupied orbital energy: -9.34 eV

Bonds (Å) are listed after each position.
Atoms and positions in Å:
1 O -1.77 0.57 1.43  C2 1.216
2 C -1.25 0.83 0.36  O1 1.216, N3 1.352, C4 1.546
3 N -1.75 1.78 -0.46  C2 1.352, C5 1.501, C6 1.505
4 C 0.00 0.00 0.00  C2 1.546, H7 1.103, H8 1.103, H9 1.103
5 C -0.98 2.10 -1.71  N3 1.501, H10 1.103, H11 1.103, H12 1.103
6 C -2.72 2.83 0.03  N3 1.505, H13 1.103, H14 1.103, H15 1.103
7 H 0.49 -0.32 0.93  C4 1.103
8 H 0.72 0.59 -0.60  C4 1.103
9 H -0.29 -0.90 -0.57  C4 1.103
10 H 0.00 2.50 -1.40  C5 1.103
11 H -1.49 2.84 -2.34  C5 1.103
12 H -0.81 1.18 -2.30  C5 1.103
13 H -3.29 3.30 -0.79  C6 1.103
14 H -2.20 3.61 0.60  C6 1.103
15 H -3.43 2.32 0.70  C6 1.103
16 O 1.43 3.78 -3.43  H17 0.984, H18 0.984
17 H 0.47 3.98 -3.35  O16 0.984
18 H 1.77 3.82 -2.50  O16 0.984

---

Entry 2:
Molecular formula: C17H51N15O10P
Method: DFT, wB97M-V/def2-TZVPD

Properties
- Charge: +1
- LUMO energy: -0.1271 Ha
- Electronic energy: -2593.12261 Eh
- HOMO-LUMO gap: 7.21 eV
- Highest occupied orbital energy: -10.67 eV

Bonds (Å) are listed after each position.
Atoms and positions in Å:
1 C -1.71 5.56 -0.89  C2 1.645, H20 1.193, H21 1.191, H22 1.171
2 C -1.19 6.16 0.55  C1 1.645, O3 1.474, H23 1.171, H24 1.187
3 O -1.70 5.45 1.73  C2 1.474, C4 1.477
4 C -0.94 4.22 2.01  O3 1.477, C5 1.647, H25 1.193, H26 1.191
5 C -1.76 2.92 1.43  C4 1.647, O6 1.471, H27 1.194, H28 1.185
6 O -0.90 1.80 0.99  C5 1.471, N7 1.371
7 N -0.34 2.09 -0.23  O6 1.371, C8 1.373, H29 1.043
8 C -0.23 1.19 -1.25  N7 1.373, N9 1.512, N11 1.543
9 N 0.35 1.44 -2.63  C8 1.512, C10 1.513, H30 1.045
10 C 1.48 2.44 -2.62  N9 1.513, H31 1.194, H32 1.194, H33 1.173
11 N -0.80 -0.22 -0.99  C8 1.543, C12 1.513, P17 1.819
12 C 0.14 -1.04 -0.12  N11 1.513, C13 1.662, H34 1.190, H35 1.173
13 C -0.77 -1.63 1.13  C12 1.662, O14 1.471, H36 1.191, H37 1.194
14 O -1.81 -2.59 0.71  C13 1.471, C15 1.471
15 C -1.93 -3.73 1.63  O14 1.471, C16 1.657, H38 1.194, H39 1.174
16 C -0.61 -4.70 1.39  C15 1.657, H40 1.189, H41 1.191, H42 1.172
17 P -0.88 -1.01 -2.62  N11 1.819, C18 1.912, O19 1.773
18 C -1.47 -2.83 -2.49  P17 1.912, H43 1.176, H44 1.172, H45 1.182
19 O -2.19 -0.15 -3.45  P17 1.773, H46 1.013
20 H -1.97 6.49 -1.59  C1 1.193
21 H -0.85 4.92 -1.41  C1 1.191
22 H -2.69 4.92 -0.82  C1 1.171
23 H -0.02 6.26 0.50  C2 1.171
24 H -1.61 7.27 0.62  C2 1.187
25 H 0.15 4.35 1.54  C4 1.193
26 H -0.75 4.09 3.18  C4 1.191
27 H -2.47 2.56 2.31  C5 1.194
28 H -2.50 3.25 0.56  C5 1.185
29 H 0.00 3.07 -0.35  N7 1.043
30 H -0.41 1.77 -3.27  N9 1.045
31 H 0.97 3.52 -2.61  C10 1.194
32 H 2.12 2.43 -3.64  C10 1.194
33 H 2.17 2.40 -1.68  C10 1.173
34 H 0.54 -1.98 -0.73  C12 1.190
35 H 1.06 -0.44 0.30  C12 1.173
36 H -0.09 -2.04 2.02  C13 1.191
37 H -1.36 -0.71 1.61  C13 1.194
38 H -2.88 -4.39 1.36  C15 1.194
39 H -2.09 -3.41 2.75  C15 1.174
40 H -0.16 -4.39 0.34  C16 1.189
41 H 0.18 -4.36 2.21  C16 1.191
42 H -0.86 -5.85 1.44  C16 1.172
43 H -0.81 -3.47 -1.75  C18 1.176
44 H -1.38 -3.32 -3.55  C18 1.172
45 H -2.61 -2.81 -2.20  C18 1.182
46 H -2.05 -0.27 -4.44  O19 1.013
47 C 2.94 -2.84 2.09  O48 1.220, N49 1.346, N50 1.346
48 O 2.02 -3.38 2.68  C47 1.220
49 N 3.20 -1.52 2.19  C47 1.346, H51 1.006, H52 1.011
50 N 3.78 -3.51 1.28  C47 1.346, H53 1.011, H54 1.006
51 H 3.96 -1.07 1.71  N49 1.006
52 H 2.60 -0.97 2.79  N49 1.011
53 H 3.62 -4.50 1.17  N50 1.011
54 H 4.54 -3.07 0.79  N50 1.006
55 C 4.32 -2.78 -2.44  O56 1.220, N57 1.346, N58 1.346
56 O 4.67 -1.91 -1.66  C55 1.220
57 N 3.66 -3.89 -2.05  C55 1.346, H59 1.006, H60 1.011
58 N 4.54 -2.71 -3.76  C55 1.346, H61 1.011, H62 1.006
59 H 3.37 -4.61 -2.68  N57 1.006
60 H 3.47 -3.99 -1.06  N57 1.011
61 H 5.03 -1.89 -4.11  N58 1.011
62 H 4.26 -3.42 -4.41  N58 1.006
63 C 4.58 3.61 -4.97  O64 1.220, N65 1.346, N66 1.346
64 O 4.18 2.52 -4.60  C63 1.220
65 N 3.76 4.58 -5.40  C63 1.346, H67 1.006, H68 1.011
66 N 5.89 3.95 -4.98  C63 1.346, H69 1.011, H70 1.006
67 H 4.08 5.49 -5.71  N65 1.006
68 H 2.77 4.38 -5.41  N65 1.011
69 H 6.55 3.25 -4.66  N66 1.011
70 H 6.22 4.84 -5.29  N66 1.006
71 C -4.25 9.19 1.32  O72 1.220, N73 1.346, N74 1.346
72 O -4.60 9.14 0.16  C71 1.220
73 N -3.75 8.13 1.99  C71 1.346, H75 1.006, H76 1.011
74 N -4.32 10.32 2.05  C71 1.346, H77 1.011, H78 1.006
75 H -3.46 8.17 2.95  N73 1.006
76 H -3.68 7.26 1.48  N73 1.011
77 H -4.68 11.15 1.60  N74 1.011
78 H -4.03 10.38 3.01  N74 1.006
79 C -4.68 -3.39 5.54  O80 1.220, N81 1.346, N82 1.346
80 O -5.52 -3.87 6.28  C79 1.220
81 N -4.95 -3.07 4.26  C79 1.346, H83 1.006, H84 1.011
82 N -3.42 -3.13 5.92  C79 1.346, H85 1.011, H86 1.006
83 H -4.27 -2.67 3.63  N81 1.006
84 H -5.89 -3.24 3.92  N81 1.011
85 H -3.17 -3.36 6.87  N82 1.011
86 H -2.73 -2.73 5.31  N82 1.006
87 C 0.94 -8.39 0.29  O88 1.220, N89 1.346, N90 1.346
88 O 1.11 -7.53 -0.56  C87 1.220
89 N 1.17 -8.19 1.60  C87 1.346, H91 1.006, H92 1.011
90 N 0.52 -9.64 -0.01  C87 1.346, H93 1.011, H94 1.006
91 H 1.04 -8.89 2.30  N89 1.006
92 H 1.49 -7.27 1.87  N89 1.011
93 H 0.34 -9.84 -0.98  N90 1.011
94 H 0.38 -10.35 0.68  N90 1.006

---

Q: The highest LUMO energy belongs to which entry?
A: C4H11NO2